Record 1
Below is the ion C3H7BrN3 with charge +1 at a distorted geometry, with properties calculated with ωB97M-V/def2-TZVPD.

Summary:
Energy above the lowest of the compared OMol25 structures with the same formula, charge and spin in kJ/mol: 395.3
Maximum force in eV/Å: 8.5
Electronic energy in eV: -77725.9873
Charge: +1
SMILES string: CN1C=NC[N@@H+]1Br
Spin multiplicity: 1
Gap between HOMO and LUMO (spin up / spin down) in eV: 7.49 / 7.48

The geometry in XYZ format:
```
14
C3H7BrN3, DFT ωB97M-V/def2-TZVPD
C 0.032 1.535 1.129
N 0.017 0.224 0.481
C 1.093 -0.585 0.510
N 1.004 -1.627 -0.245
C -0.215 -1.599 -0.895
N -0.641 -0.191 -0.588
Br -0.356 1.079 -2.383
H -0.669 1.691 1.852
H 0.965 1.847 1.489
H -0.224 2.348 0.364
H 2.037 -0.427 1.192
H -0.192 -1.900 -2.055
H -0.985 -2.352 -0.366
H -1.866 -0.043 -0.485
```

Which charges does Mulliken predict for the atoms? In e, they are: C -0.7998; N 0.1913; C 0.1213; N -0.3759; C -0.2249; N -0.3805; Br 0.0729; H 0.3425; H 0.3495; H 0.3181; H 0.3297; H 0.2781; H 0.3067; H 0.4712

***

Record 2
Below is a structure of composition C3H7BrS at a distorted geometry, with properties calculated with ωB97M-V/def2-TZVPD.

Summary:
Energy above the lowest of the compared OMol25 structures with the same formula, charge and spin in kJ/mol: 339.7
Maximum force in eV/Å: 4.1
Electronic energy in eV: -84098.9106
Charge: 0
Spin multiplicity: 1
Gap between HOMO and LUMO in eV: 8.48

The geometry in XYZ format:
```
12
C3H7BrS, DFT ωB97M-V/def2-TZVPD
C -0.027 0.015 -1.614
C -0.396 -1.116 1.452
C 0.811 -0.453 -0.514
S 2.096 0.802 0.037
Br 1.815 -2.015 -0.958
H 0.618 0.444 -2.388
H -0.578 0.944 -1.428
H -0.828 -0.700 -2.008
H -0.950 -0.274 1.792
H 0.411 -1.415 2.147
H -0.889 -2.050 0.987
H 1.303 1.923 -0.006
```

Which charges does Mulliken predict for the atoms? In e, they are: C -1.1609; C -0.7014; C 0.0658; S -0.1574; Br -0.0867; H 0.4252; H 0.3503; H 0.3005; H 0.3050; H 0.2696; H 0.2678; H 0.1222

***

Record 3
Below is a structure of composition C3H7CaCdFNO at a distorted geometry, with properties calculated with ωB97M-V/def2-TZVPD.

Summary:
Maximum force in eV/Å: 3.9
⟨S²⟩: 0.75
Electronic energy in eV: -32466.4094
Charge: +2
Spin multiplicity: 2
Gap between HOMO and LUMO (spin up / spin down) in eV: 3.93 / 6.70

The geometry in XYZ format:
```
15
C3H7CaCdFNO, DFT ωB97M-V/def2-TZVPD
Cd 0.224 2.539 -2.675
Ca 3.525 -0.308 -2.791
F 1.986 1.383 -2.825
C -0.593 1.083 0.175
O -0.078 1.524 -0.869
N -0.421 -0.112 0.673
C 0.548 -1.098 0.145
C -1.388 -0.576 1.663
H -1.378 1.597 0.751
H 0.052 -1.873 -0.440
H 1.154 -1.571 0.917
H 1.193 -0.623 -0.594
H -1.984 -1.427 1.333
H -0.750 -0.722 2.535
H -2.091 0.184 2.002
```

Which charges does Mulliken predict for the atoms? In e, they are: Cd 0.6514; Ca 1.7427; F -0.5986; C 0.2260; O -0.5833; N 0.0896; C -0.6692; C -0.9120; H 0.3403; H 0.4159; H 0.3795; H -0.1155; H 0.3100; H 0.3868; H 0.3364

***

Record 4
Below is a cluster of 2 separate species, C3H7Cl2P in total at a distorted geometry, with properties calculated with ωB97M-V/def2-TZVPD.

Summary:
Energy above the lowest of the compared OMol25 structures with the same formula, charge and spin in kJ/mol: 218.5
Maximum force in eV/Å: 1.4
Electronic energy in eV: -37555.0599
Charge: 0
Spin multiplicity: 1
Gap between HOMO and LUMO in eV: 8.42

The geometry in XYZ format:
```
13
C3H7Cl2P, DFT ωB97M-V/def2-TZVPD
C 2.291 -0.799 0.003
C 1.334 0.224 -0.610
C 0.470 0.853 0.411
P -3.817 -0.471 0.910
Cl -0.062 2.380 -0.022
Cl -3.148 -0.522 -0.978
H 3.158 -0.297 0.426
H 2.628 -1.500 -0.750
H 1.782 -1.336 0.798
H 1.855 0.911 -1.287
H 0.589 -0.319 -1.213
H -2.658 0.084 1.473
H -4.421 0.794 0.837
```

Which charges does Mulliken predict for the atoms? In e, they are: C -1.0707; C -0.1991; C -0.1765; P 0.0505; Cl -0.0667; Cl -0.1812; H 0.3117; H 0.3214; H 0.3309; H 0.3473; H 0.1984; H 0.0697; H 0.0643

***

Record 5
Below is a structure of composition C3H7Cl4HgO at a distorted geometry, with properties calculated with ωB97M-V/def2-TZVPD.

Summary:
Energy above the lowest of the compared OMol25 structures with the same formula, charge and spin in kJ/mol: 295.7
Maximum force in eV/Å: 3.6
Electronic energy in eV: -59522.3289
Charge: +1
Spin multiplicity: 1
Gap between HOMO and LUMO in eV: 2.17

The geometry in XYZ format:
```
16
C3H7Cl4HgO, DFT ωB97M-V/def2-TZVPD
Hg 1.253 -0.798 5.091
C -2.636 0.825 0.509
O -1.839 0.140 1.387
H -2.335 1.856 0.323
H -2.635 0.380 -0.486
H -3.652 0.930 0.890
C -1.329 -5.946 -0.701
Cl -1.290 -6.715 -2.307
Cl -2.827 -6.194 0.214
H -0.513 -6.334 -0.092
H -1.161 -4.872 -0.789
C 3.670 5.427 -0.783
Cl 4.741 5.266 -2.178
Cl 4.013 4.268 0.499
H 3.884 6.425 -0.401
H 2.657 5.342 -1.177
```

Which charges does Mulliken predict for the atoms? In e, they are: Hg 0.4674; C -0.3152; O -0.0630; H 0.3351; H 0.2854; H 0.2901; C -0.2179; Cl -0.1290; Cl -0.1466; H 0.2620; H 0.2317; C -0.2255; Cl -0.1364; Cl -0.1463; H 0.2513; H 0.2569

***

Record 6
Below is an isolated molecule of C3H7ClFN at a distorted geometry, with properties calculated with ωB97M-V/def2-TZVPD.

Summary:
Energy above the lowest of the compared OMol25 structures with the same formula, charge and spin in kJ/mol: 68.4
Maximum force in eV/Å: 3.4
Electronic energy in eV: -19954.0911
Charge: 0
SMILES string: NC[C@@H](Cl)CF
Spin multiplicity: 1
Gap between HOMO and LUMO in eV: 10.42

The geometry in XYZ format:
```
13
C3H7ClFN, DFT ωB97M-V/def2-TZVPD
N 1.815 1.572 -0.077
C 0.466 1.189 0.394
C -0.226 -0.057 -0.321
Cl 1.000 -1.453 -0.018
C -1.574 -0.366 0.316
F -2.482 0.502 -0.265
H 1.746 2.235 -0.865
H 2.452 0.770 -0.185
H -0.109 2.145 0.197
H 0.504 1.020 1.515
H -0.447 0.003 -1.341
H -1.573 -0.185 1.395
H -1.945 -1.413 0.188
```

Which charges does Mulliken predict for the atoms? In e, they are: N -0.5353; C -0.5920; C 0.0494; Cl -0.2276; C -0.3709; F -0.2752; H 0.2320; H 0.2337; H 0.3159; H 0.2826; H 0.3348; H 0.2656; H 0.2871

***

Record 7
Below is an isolated molecule of C3H7ClN2OSi at a distorted geometry, with properties calculated with ωB97M-V/def2-TZVPD.

Summary:
Energy above the lowest of the compared OMol25 structures with the same formula, charge and spin in kJ/mol: 208.9
Maximum force in eV/Å: 5.2
Electronic energy in eV: -28649.7001
Charge: 0
SMILES string: CN(CC#[N+][O-])[SiH2]Cl
Spin multiplicity: 1
Gap between HOMO and LUMO in eV: 9.91

The geometry in XYZ format:
```
15
C3H7ClN2OSi, DFT ωB97M-V/def2-TZVPD
C 0.794 1.002 -0.477
N 0.172 -0.379 -0.498
C -1.172 -0.390 -1.213
C -1.956 0.686 -0.857
N -2.295 1.763 -0.528
O -3.036 2.705 -0.280
Si 0.721 -1.763 0.460
Cl 1.228 -1.120 2.258
H 0.284 1.521 0.375
H 1.846 0.882 -0.258
H 0.992 1.426 -1.529
H -1.593 -1.353 -1.126
H -0.906 -0.398 -2.295
H 1.916 -2.485 0.140
H -0.544 -2.602 0.707
```

Which charges does Mulliken predict for the atoms? In e, they are: C -1.0078; N 0.1020; C -0.8857; C 0.3253; N 0.4731; O -0.6390; Si 0.3759; Cl -0.2329; H 0.3626; H 0.3723; H 0.2802; H 0.4415; H 0.2728; H -0.1352; H -0.1052

***

Record 8
Below is an isolated molecule of C3H7ClN2Si at a distorted geometry, with properties calculated with ωB97M-V/def2-TZVPD.

Summary:
Energy above the lowest of the compared OMol25 structures with the same formula, charge and spin in kJ/mol: 454.6
Maximum force in eV/Å: 3.9
Electronic energy in eV: -26602.9583
Charge: 0
Spin multiplicity: 1
Gap between HOMO and LUMO (spin up / spin down) in eV: 8.41 / 7.63

The geometry in XYZ format:
```
14
C3H7ClN2Si, DFT ωB97M-V/def2-TZVPD
C -1.234 -0.810 -1.163
C -2.166 -1.174 -0.084
C 2.298 0.754 0.236
N -0.270 0.019 -1.219
N -0.432 0.074 1.615
Si 0.377 0.764 0.276
Cl -0.084 2.629 -0.258
H -1.340 -1.369 -2.003
H -2.700 -0.290 0.150
H -2.387 -2.280 -0.098
H 2.743 1.549 0.871
H 2.780 -0.120 0.395
H 2.503 1.058 -0.782
H -0.086 -0.804 2.062
```

Which charges does Mulliken predict for the atoms? In e, they are: C 0.1161; C -0.7773; C -1.0513; N -0.5024; N -0.5085; Si 0.6462; Cl -0.2693; H 0.4558; H 0.3740; H 0.2975; H 0.2857; H 0.3910; H 0.2745; H 0.2678

***

Record 9
Below is the ion C3H7ClN3 with charge +1 at a distorted geometry, with properties calculated with ωB97M-V/def2-TZVPD.

Summary:
Energy above the lowest of the compared OMol25 structures with the same formula, charge and spin in kJ/mol: 181.8
Maximum force in eV/Å: 2.6
Electronic energy in eV: -20208.8571
Charge: +1
SMILES string: CN1C=[NH+][C@@H](Cl)N1
Spin multiplicity: 1
Gap between HOMO and LUMO in eV: 9.62

The geometry in XYZ format:
```
14
C3H7ClN3, DFT ωB97M-V/def2-TZVPD
C 0.141 0.588 1.503
N -0.037 0.082 0.178
C -1.059 -0.649 -0.331
N -0.802 -0.958 -1.604
C 0.424 -0.245 -2.001
Cl 0.054 1.332 -2.882
N 0.978 0.257 -0.770
H -0.245 1.607 1.683
H -0.199 -0.105 2.200
H 1.144 0.908 1.714
H -1.967 -1.073 0.107
H -1.579 -1.222 -2.153
H 1.105 -0.850 -2.640
H 1.458 1.210 -0.896
```

Which charges does Mulliken predict for the atoms? In e, they are: C -0.8564; N 0.2821; C -0.0119; N -0.1324; C -0.0547; Cl -0.1827; N -0.4496; H 0.3555; H 0.3456; H 0.3391; H 0.3980; H 0.2592; H 0.3585; H 0.3495

***

Record 10
Below is a structure of composition C3H7ClNNiO at a distorted geometry, with properties calculated with ωB97M-V/def2-TZVPD.

Summary:
Maximum force in eV/Å: 2.8
⟨S²⟩: 2.01
Electronic energy in eV: -60317.9444
Charge: +1
Spin multiplicity: 3
Gap between HOMO and LUMO (spin up / spin down) in eV: 8.59 / 4.71

The geometry in XYZ format:
```
14
C3H7ClNNiO, DFT ωB97M-V/def2-TZVPD
Ni 11.090 -13.107 -5.057
Cl 8.865 -12.749 -3.982
C 5.732 -11.384 -2.056
C 5.373 -10.557 -3.258
O 4.254 -10.029 -3.333
N 6.277 -10.440 -4.207
C 6.170 -9.497 -5.297
H 6.105 -10.806 -1.211
H 6.559 -11.983 -2.436
H 4.936 -12.063 -1.751
H 7.095 -11.033 -4.224
H 6.771 -8.597 -5.169
H 5.189 -9.080 -5.527
H 6.558 -9.933 -6.217
```

Which charges does Mulliken predict for the atoms? In e, they are: Ni 0.5877; Cl -0.5735; C -0.6302; C 0.8573; O -0.1956; N 0.1253; C -0.8637; H 0.2888; H 0.0968; H 0.3480; H -0.0156; H 0.3482; H 0.3177; H 0.3088